[1]
{
  "formula": "C62H39I4IrN4OSi",
  "method": "the ωB97M-V functional and the def2-TZVPD basis",
  "species": ["Ir", "I", "C", "C", "C", "C", "C", "C", "C", "C", "C", "C", "C", "C", "C", "C", "C", "C", "I", "C", "C", "C", "N", "C", "C", "C", "C", "C", "C", "I", "C", "C", "C", "C", "C", "C", "N", "C", "C", "C", "C", "C", "N", "C", "C", "C", "C", "I", "C", "C", "C", "C", "N", "H", "H", "H", "H", "H", "H", "H", "H", "H", "H", "H", "H", "H", "H", "H", "H", "H", "H", "H", "H", "H", "H", "H", "H", "O", "Si", "C", "C", "C", "C", "C", "C", "C", "C", "C", "C", "C", "C", "C", "C", "C", "C", "C", "C", "H", "H", "H", "H", "H", "H", "H", "H", "H", "H", "H", "H", "H", "H", "H"],
  "coordinates": [[0.558, 0.549, 0.440], [6.566, 8.108, -0.870], [5.356, 6.396, -0.687], [5.525, 5.337, -1.566], [4.716, 4.219, -1.458], [3.722, 4.161, -0.484], [3.566, 5.237, 0.391], [4.391, 6.344, 0.307], [2.796, 3.016, -0.349], [3.315, 1.752, 0.009], [4.684, 1.395, 0.034], [4.749, 0.064, 0.380], [3.424, -0.363, 0.623], [3.059, -1.603, 1.194], [4.092, -2.662, 1.301], [4.141, -3.666, 0.340], [5.030, -4.720, 0.465], [5.900, -4.752, 1.543], [7.229, -6.373, 1.774], [5.900, -3.733, 2.482], [4.994, -2.692, 2.361], [1.819, -1.849, 1.771], [0.733, -1.030, 1.685], [-0.228, -1.524, 2.508], [-1.504, -0.973, 2.662], [-2.369, -1.387, 3.787], [-2.658, -0.435, 4.765], [-3.503, -0.739, 5.817], [-4.087, -1.996, 5.877], [-5.437, -2.439, 7.431], [-3.806, -2.955, 4.916], [-2.936, -2.654, 3.880], [-2.057, -0.002, 1.810], [-3.433, 0.338, 1.747], [-3.584, 1.206, 0.696], [-2.292, 1.421, 0.142], [-1.377, 0.673, 0.822], [-1.992, 2.407, -0.836], [-0.709, 2.947, -0.958], [-0.348, 4.185, -1.591], [0.961, 4.410, -1.320], [1.450, 3.263, -0.606], [0.411, 2.391, -0.397], [-3.115, 2.865, -1.664], [-3.883, 1.884, -2.304], [-4.940, 2.226, -3.124], [-5.262, 3.563, -3.305], [-6.876, 4.091, -4.542], [-4.532, 4.552, -2.661], [-3.471, 4.203, -1.844], [0.282, -2.695, 3.171], [1.525, -2.920, 2.685], [2.556, 0.669, 0.367], [6.277, 5.386, -2.340], [4.834, 3.401, -2.157], [2.806, 5.188, 1.159], [4.274, 7.161, 1.004], [5.504, 2.054, -0.186], [5.633, -0.541, 0.482], [3.465, -3.633, -0.503], [5.044, -5.503, -0.279], [6.597, -3.752, 3.307], [4.976, -1.908, 3.107], [-2.201, 0.544, 4.702], [-3.708, 0.001, 6.578], [-4.270, -3.929, 4.969], [-2.730, -3.392, 3.116], [-4.205, -0.029, 2.399], [-4.487, 1.688, 0.369], [-1.005, 4.819, -2.156], [1.554, 5.257, -1.615], [-3.625, 0.841, -2.175], [-5.509, 1.454, -3.623], [-4.795, 5.592, -2.789], [-2.952, 4.979, -1.300], [-0.251, -3.268, 3.910], [2.206, -3.717, 2.930], [0.138, -1.146, -0.924], [-0.089, -2.507, -1.678], [0.821, -4.083, -1.094], [1.707, -4.787, -1.904], [2.207, -6.019, -1.496], [1.827, -6.551, -0.273], [0.958, -5.849, 0.550], [0.455, -4.624, 0.138], [-1.875, -3.180, -1.537], [-2.851, -2.417, -0.905], [-4.092, -2.971, -0.615], [-4.373, -4.278, -0.980], [-3.410, -5.038, -1.630], [-2.163, -4.493, -1.900], [0.363, -2.237, -3.508], [1.075, -1.088, -3.838], [1.453, -0.857, -5.154], [1.119, -1.772, -6.141], [0.420, -2.924, -5.811], [0.034, -3.156, -4.498], [2.000, -4.381, -2.864], [2.880, -6.566, -2.143], [2.199, -7.522, 0.027], [0.649, -6.264, 1.502], [-0.258, -4.094, 0.758], [-2.630, -1.395, -0.617], [-4.833, -2.380, -0.092], [-5.338, -4.712, -0.753], [-3.619, -6.061, -1.913], [-1.408, -5.116, -2.364], [1.325, -0.373, -3.064], [2.013, 0.035, -5.406], [1.397, -1.583, -7.169], [0.171, -3.648, -6.575], [-0.519, -4.053, -4.252]],
  "mulliken_charge": [1.55, 0.13, -0.12, -0.74, -0.24, -0.48, -0.11, -0.75, 1.45, 0.40, -1.30, -1.33, 0.37, 0.70, -1.11, 0.00, -0.54, -0.26, 0.11, -0.67, -0.04, 1.02, -0.34, 0.42, 0.76, -0.54, 0.10, -0.82, -0.10, 0.13, -0.79, -0.02, 0.43, -1.20, -1.52, 0.59, -0.13, 0.68, 0.40, -1.42, -1.32, 0.27, -0.13, -0.27, -0.08, -0.76, -0.17, 0.13, -0.84, -0.43, -1.29, -1.34, -0.07, 0.40, 0.61, 0.52, 0.40, 0.61, 0.60, 0.61, 0.51, 0.41, 0.57, 0.52, 0.41, 0.42, 0.66, 0.66, 0.58, 0.70, 0.53, 0.62, 0.44, 0.40, 0.70, 0.67, 0.59, 1.04, -1.39, 1.19, -0.56, -0.59, -0.84, -0.71, -0.67, 0.53, 0.09, -0.73, -0.80, -0.87, -0.38, 0.79, -0.73, -0.64, -0.58, -0.82, 0.04, 0.37, 0.46, 0.41, 0.49, 0.58, 0.42, 0.50, 0.40, 0.43, 0.30, 0.17, 0.41, 0.38, 0.42, 0.34],
  "de_lowest_ev": 0.191,
  "multiplicity": 2,
  "orbital_gap_ha": [0.18100, 0.15962],
  "lumo_ev": [-5.48, -6.04],
  "total_charge": 1
}

[2]
{
  "formula": "C62H45BrN4O2P3SiTa",
  "method": "the ωB97M-V functional and the def2-TZVPD basis",
  "species": ["Ta", "C", "C", "C", "C", "C", "C", "P", "C", "C", "C", "C", "C", "C", "C", "C", "C", "C", "C", "C", "Si", "C", "C", "C", "C", "C", "C", "P", "C", "C", "C", "C", "C", "C", "C", "C", "C", "C", "C", "C", "C", "C", "C", "C", "C", "C", "P", "C", "C", "C", "C", "C", "C", "C", "C", "C", "C", "C", "C", "H", "H", "H", "H", "H", "H", "H", "H", "H", "H", "H", "H", "H", "H", "H", "H", "H", "H", "H", "H", "H", "H", "H", "H", "H", "H", "H", "H", "H", "H", "H", "H", "H", "H", "H", "H", "H", "H", "H", "H", "H", "H", "Br", "C", "C", "C", "C", "C", "N", "C", "O", "O", "H", "H", "H", "N", "C", "N", "C", "N"],
  "coordinates": [[0.055, 0.407, -0.649], [-3.864, 4.674, -2.011], [-4.255, 3.927, -0.910], [-3.304, 3.302, -0.118], [-1.953, 3.434, -0.427], [-1.560, 4.192, -1.530], [-2.517, 4.810, -2.316], [-0.702, 2.582, 0.576], [0.663, 3.791, 0.745], [0.855, 4.647, 1.826], [1.897, 5.561, 1.819], [2.771, 5.622, 0.746], [2.598, 4.764, -0.329], [1.551, 3.858, -0.332], [-1.503, 2.378, 2.203], [-1.932, 3.601, 2.731], [-2.283, 3.727, 4.062], [-2.167, 2.624, 4.891], [-1.849, 1.390, 4.351], [-1.566, 1.204, 2.992], [-1.627, -0.644, 2.445], [-0.117, -1.671, 3.008], [-0.337, -2.683, 3.953], [0.698, -3.278, 4.653], [2.003, -2.857, 4.455], [2.258, -1.901, 3.493], [1.222, -1.337, 2.745], [1.764, -0.212, 1.413], [2.677, 1.008, 2.432], [1.927, 1.806, 3.291], [2.554, 2.618, 4.222], [3.938, 2.653, 4.292], [4.690, 1.852, 3.449], [4.067, 1.021, 2.529], [3.080, -1.176, 0.578], [3.067, -2.567, 0.598], [4.050, -3.289, -0.064], [5.046, -2.630, -0.766], [5.065, -1.243, -0.798], [4.089, -0.519, -0.132], [-2.490, -2.331, 0.184], [-3.434, -3.177, 0.770], [-3.686, -4.454, 0.303], [-3.011, -4.912, -0.813], [-2.033, -4.117, -1.375], [-1.718, -2.841, -0.884], [-0.134, -2.149, -1.559], [0.766, -3.670, -2.057], [1.256, -4.516, -1.065], [1.812, -5.739, -1.400], [1.873, -6.138, -2.727], [1.382, -5.303, -3.719], [0.830, -4.074, -3.391], [-0.407, -1.313, -3.171], [-1.728, -0.686, -3.400], [-1.958, 0.240, -4.598], [-0.694, 0.584, -5.329], [0.470, -0.010, -5.049], [0.632, -0.949, -3.944], [-4.610, 5.156, -2.628], [-5.305, 3.834, -0.663], [-3.614, 2.726, 0.745], [-0.510, 4.310, -1.765], [-2.208, 5.410, -3.161], [0.211, 4.603, 2.689], [2.025, 6.229, 2.661], [3.583, 6.338, 0.746], [3.276, 4.807, -1.172], [1.415, 3.209, -1.185], [-1.982, 4.464, 2.079], [-2.608, 4.683, 4.451], [-2.368, 2.711, 5.950], [-1.855, 0.538, 5.015], [-1.338, -3.015, 4.173], [0.478, -4.047, 5.381], [2.817, -3.275, 5.034], [3.277, -1.588, 3.310], [0.849, 1.757, 3.266], [1.961, 3.220, 4.898], [4.429, 3.290, 5.015], [5.770, 1.854, 3.515], [4.674, 0.373, 1.913], [2.305, -3.090, 1.158], [4.038, -4.370, -0.025], [5.810, -3.196, -1.283], [5.849, -0.722, -1.333], [4.124, 0.562, -0.145], [-4.009, -2.830, 1.614], [-4.432, -5.062, 0.796], [-3.213, -5.892, -1.223], [-1.488, -4.503, -2.223], [1.171, -4.234, -0.026], [2.189, -6.391, -0.622], [2.289, -7.102, -2.986], [1.414, -5.612, -4.756], [0.432, -3.457, -4.181], [-2.559, -1.360, -3.210], [-2.738, -0.060, -5.298], [-0.774, 1.321, -6.119], [1.351, 0.225, -5.635], [1.627, -1.344, -3.760], [-3.235, -1.422, 3.855], [-2.503, -0.860, 0.687], [-3.966, -0.459, 0.874], [-4.683, 0.113, -0.095], [-4.045, 0.451, -1.342], [-2.714, 0.400, -1.375], [-1.867, -0.002, -0.333], [-1.894, 0.654, -2.590], [-2.438, 1.298, -3.716], [-0.675, 1.168, -2.187], [-4.450, -0.709, 1.801], [-5.734, 0.325, 0.049], [-4.586, 0.811, -2.205], [1.845, 0.815, -1.397], [2.638, 1.006, -2.284], [3.444, 1.287, -3.138], [4.254, 0.807, -4.052], [4.979, 0.419, -4.860]],
  "mulliken_charge": [-0.78, -0.75, -0.93, -0.54, 0.94, -0.83, -0.78, 2.09, 1.33, -0.80, -0.67, -0.88, -0.98, -0.69, 0.44, -0.99, -0.92, -1.30, -0.63, 0.41, 0.31, 0.55, -0.73, -1.14, -0.91, -0.26, -0.51, 2.05, 0.82, -0.16, -0.77, -0.89, -0.95, -0.51, 1.47, -1.37, -0.96, -1.01, -1.16, -1.29, -0.24, -0.62, -0.96, -1.07, -0.66, -0.17, 2.97, 0.60, -0.44, -0.79, -0.70, -0.89, -0.28, -0.46, -1.04, -0.12, -1.42, -0.65, -0.74, 0.45, 0.49, 0.53, 0.37, 0.50, 0.46, 0.48, 0.45, 0.51, 0.25, 0.77, 0.47, 0.51, 0.54, 0.51, 0.46, 0.49, 0.51, 0.22, 0.50, 0.44, 0.50, 0.65, 0.73, 0.54, 0.47, 0.56, 1.28, 0.47, 0.48, 0.50, 0.61, 0.56, 0.56, 0.45, 0.48, 0.39, 0.66, 0.43, 0.48, 0.53, 1.08, -0.34, 2.50, -1.28, -1.74, -0.14, 0.26, 0.69, 0.56, -0.63, -0.09, 0.58, 0.49, 0.62, 0.07, 1.17, -0.65, 0.47, -0.49],
  "de_lowest_ev": 3.026,
  "orbital_gap_ha": 0.22605,
  "lumo_ev": -6.63,
  "total_charge": 2
}